Entry 1:
Computed, not measured: C6H9NO as an isolated structure at a distorted geometry, with wB97M-V/def2-TZVPD.

Computed properties:
Total energy = -9899.69595 eV
2S+1 = 1
Frontier orbital gap = 9.92 eV

Structure (XYZ):
```
17
Properties=species:S:1:pos:R:3:forces:R:3
C -2.1293 0.4670 -0.0009 -0.3 1.9 4.8
C -0.8332 -0.2938 -0.0841 -2.3 -2.4 4.7
C 0.4027 0.1237 0.9328 1.4 1.7 3.7
C 1.6626 -0.8586 0.5658 -0.6 2.3 -3.3
C 0.0991 0.0973 -0.9997 5.8 2.1 -9.9
C 0.8390 1.2394 -0.2099 -0.1 -1.4 2.9
H -1.9244 1.5433 0.3354 0.3 -1.1 -0.2
H -2.8788 0.7406 -0.7168 0.0 -1.3 -1.3
H -2.6405 0.0788 0.9556 0.2 0.5 -1.6
H -0.8724 -1.4608 0.1482 -0.6 2.4 -1.2
H 0.2874 0.4742 2.0770 0.0 -1.0 -2.5
H 2.7050 -0.1703 0.4735 -2.8 -2.2 0.8
H 1.8122 -1.9181 0.8436 -0.1 0.9 0.8
H 0.7310 -1.7942 -1.0364 -2.9 -5.5 -0.8
H 0.0904 0.4747 -2.1673 -1.2 -1.6 2.4
N 1.1245 -0.9829 -0.9248 4.9 6.6 1.4
O 1.5248 2.2397 -0.1920 -1.8 -2.1 -0.8
```
Forces are in eV/Å.

Entry 2:
Computed, not measured: C29H22BaN10O3S3 as an isolated structure, with wB97M-V/def2-TZVPD.

Computed properties:
Total energy = -84677.05677 eV
2S+1 = 1
Net charge = -2
Frontier orbital gap = 6.06 eV

Structure (XYZ):
```
68
Properties=species:S:1:pos:R:3:forces:R:3
Ba 0.7791 0.1477 -0.3256 0.6 -0.2 -0.6
N 4.7997 -0.7491 -2.9713 0.0 0.0 0.0
C 3.6586 -1.2084 -2.3717 -0.1 -0.1 0.0
S 2.1832 -1.0822 -3.2271 0.0 0.0 0.0
N 3.8836 -1.7636 -1.1832 -0.1 0.0 0.0
N 2.7681 -2.0117 -0.4787 0.1 -0.1 0.1
C 2.9359 -2.7011 0.5906 -0.2 0.0 0.2
C 1.8246 -2.9106 1.5201 0.2 0.2 -0.2
C 2.0308 -3.6599 2.6840 0.0 0.0 0.0
C 0.9899 -3.8346 3.5715 -0.1 0.0 0.0
C -0.2418 -3.2558 3.2868 0.1 0.0 0.1
C -0.3531 -2.5101 2.1259 0.0 0.1 -0.1
N 0.6413 -2.3288 1.2580 -0.1 -0.1 0.2
H 4.6459 -0.0988 -3.7228 0.0 0.0 0.0
H 5.5508 -0.5414 -2.3305 0.0 0.0 0.0
H 3.9210 -3.0748 0.8654 0.0 0.0 0.0
H 3.0125 -4.0745 2.8725 0.0 0.0 0.0
H 1.1325 -4.4030 4.4829 0.0 0.0 0.0
H -1.0868 -3.3530 3.9544 0.0 0.0 0.0
H -1.2880 -2.0127 1.8825 0.0 0.0 0.0
O -1.1709 1.2438 1.4870 -0.3 0.1 -0.1
S -2.4273 1.1023 0.7441 0.3 -0.1 0.1
O -3.5875 0.6750 1.4967 0.0 0.0 0.0
N -2.0454 0.2239 -0.4919 -0.2 0.2 0.2
C -2.9594 -0.2956 -1.3820 0.2 0.0 0.1
C -4.2686 0.0928 -1.5774 0.0 0.0 0.0
C -5.0735 -0.5395 -2.5479 0.0 0.1 0.1
C -4.6027 -1.5619 -3.3166 0.0 -0.1 -0.1
C -3.2675 -2.0045 -3.1390 0.0 0.0 0.0
C -2.7042 -3.0806 -3.8621 -0.1 0.0 0.0
C -1.4203 -3.4603 -3.6171 0.1 0.0 0.0
C -0.6687 -2.7476 -2.6555 0.0 0.0 0.0
N -1.1523 -1.7381 -1.9779 0.1 -0.1 0.0
C -2.4416 -1.3681 -2.1911 0.0 0.0 0.0
C -2.8137 2.7399 0.1487 0.1 0.0 -0.1
C -1.9242 3.3715 -0.7137 0.0 0.0 0.0
C -2.2155 4.6399 -1.1871 0.0 0.0 0.0
C -3.3931 5.2715 -0.8032 0.0 0.0 0.0
C -4.2772 4.6347 0.0548 0.0 0.0 0.0
C -3.9894 3.3631 0.5343 0.0 0.0 0.0
H -4.6931 0.8814 -0.9709 0.0 0.0 0.0
H -6.0946 -0.1977 -2.6754 0.0 0.0 0.0
H -5.2307 -2.0452 -4.0562 0.0 0.0 0.0
H -3.3082 -3.5921 -4.6045 0.0 0.0 0.0
H -0.9608 -4.2790 -4.1550 0.0 0.0 0.0
H 0.3713 -2.9921 -2.4730 0.0 0.0 0.0
H -1.0082 2.8806 -1.0207 0.0 0.0 0.0
H -1.5206 5.1311 -1.8557 0.0 0.0 0.0
H -3.6204 6.2626 -1.1765 0.0 0.0 0.0
H -5.1947 5.1284 0.3520 0.0 0.0 0.0
H -4.6601 2.8403 1.2031 0.0 0.0 0.0
O 2.4236 0.5302 1.6136 -0.1 0.0 0.0
N 2.6746 0.5584 2.9033 -0.1 -0.1 -0.1
C 1.6158 0.4452 3.7387 0.0 0.0 0.0
C 1.7426 0.4470 5.1008 0.0 0.0 0.0
C 3.0321 0.5786 5.6336 0.0 0.0 0.0
C 4.0960 0.6981 4.7837 0.0 0.0 0.0
C 3.9736 0.6903 3.3644 0.0 -0.1 0.1
S 5.2871 0.8097 2.3220 0.0 0.0 0.0
H 0.6647 0.3681 3.2300 0.0 0.0 0.0
H 0.8584 0.3554 5.7150 0.0 0.0 0.0
H 3.1887 0.5884 6.7062 0.0 0.0 0.0
H 5.1036 0.8009 5.1606 0.0 0.0 0.0
N 5.0414 4.5993 -4.1311 0.0 0.0 0.0
C 3.9822 4.2284 -3.8209 0.3 -0.1 0.1
N 2.7454 3.9007 -3.5756 -0.4 0.3 -0.2
C 2.3129 3.0170 -2.7425 0.1 -0.3 0.0
N 1.7927 2.2302 -2.0559 -0.2 0.1 0.3
```
Forces are in eV/Å.

Entry 3:
Computed, not measured: one molecule with the formula C4H7F2N, with wB97M-V/def2-TZVPD.

Computed properties:
Total energy = -11185.29361 eV
2S+1 = 1
Frontier orbital gap = 9.08 eV

Structure (XYZ):
```
14
Properties=species:S:1:pos:R:3:forces:R:3
C 1.0093 1.3910 0.2299 -0.1 0.1 0.2
N 0.2637 0.2667 -0.2999 0.0 0.2 -0.3
C 0.9694 -0.9915 -0.2999 -0.1 0.0 -0.1
C -1.0913 0.2301 -0.0795 -0.3 -0.1 0.0
F -1.6711 1.4470 -0.1326 0.1 -0.3 0.0
C -1.8582 -0.8478 0.1017 0.0 0.1 0.1
F -3.2054 -0.7414 0.1659 0.0 0.2 -0.1
H 1.9270 1.5038 -0.3464 0.0 0.0 0.0
H 0.4225 2.3009 0.1308 0.1 0.0 0.0
H 1.2683 1.2477 1.2860 0.0 0.0 0.0
H 1.9873 -0.8123 -0.6417 0.0 0.0 0.0
H 1.0082 -1.4545 0.6936 0.0 0.0 0.1
H 0.4853 -1.6777 -0.9927 0.0 -0.1 0.0
H -1.5150 -1.8619 0.1848 0.2 0.0 0.0
```
Forces are in eV/Å.

Entry 4:
Computed, not measured: one molecule with the formula C5H9PSi at a distorted geometry, with wB97M-V/def2-TZVPD.

Computed properties:
Total energy = -22494.92278 eV
2S+1 = 1
Frontier orbital gap = 9.30 eV

Structure (XYZ):
```
16
Properties=species:S:1:pos:R:3:forces:R:3
P -3.0324 0.5296 -0.7045 -0.9 0.0 1.3
Si -1.5381 -0.2161 0.8714 0.0 -0.1 -0.9
C 0.2507 0.0910 0.3051 -0.5 -0.1 2.1
C 0.8782 1.3166 0.2883 -0.6 -1.9 -1.1
C 2.1793 1.1348 -0.2770 1.7 0.4 -0.5
C 2.4121 -0.1544 -0.5198 1.8 -3.3 -0.3
C 1.2239 -1.0583 -0.1733 -1.4 2.5 -1.0
H -3.0445 -0.6959 -1.3730 0.0 -0.4 -0.3
H -4.1840 0.1309 0.1751 1.1 0.4 -0.9
H -1.8193 -1.6344 1.0859 0.3 -0.5 -0.2
H -2.0283 0.2949 2.1448 0.3 0.7 0.4
H 0.5074 2.3051 0.4161 -0.8 0.4 0.4
H 2.9176 1.9152 -0.5467 -0.7 -0.4 0.5
H 3.3972 -0.6477 -0.8519 -1.6 1.2 0.3
H 0.5936 -1.2135 -1.0989 1.0 -0.2 0.0
H 1.2866 -2.0977 0.2585 0.2 1.6 0.1
```
Forces are in eV/Å.

Entry 5:
Computed, not measured: C46H41AsN6O3Pt as an isolated structure at a distorted geometry, with wB97M-V/def2-TZVPD.

Computed properties:
Total energy = -127532.90412 eV
2S+1 = 3
Frontier orbital gap (alpha / beta) = 6.26 / 7.95 eV

Structure (XYZ):
```
98
Properties=species:S:1:pos:R:3:forces:R:3
Pt 1.7899 0.8034 0.5064 0.4 -0.6 0.7
C -2.8612 -3.7199 4.7909 1.0 -1.5 -0.9
O -2.5067 -2.8300 3.7178 -0.9 -0.8 0.4
C -3.2901 -2.8842 2.5881 0.2 0.9 0.1
C -4.3647 -3.7078 2.3800 0.1 -0.1 -0.6
C -5.0134 -3.5499 1.1285 -1.3 -1.5 1.1
C -4.6688 -2.6346 0.1940 0.2 0.7 -0.4
C -3.6302 -1.7369 0.4553 0.5 -0.2 -0.5
C -2.9358 -1.8769 1.6295 0.1 -0.2 0.8
N -1.8785 -1.0829 2.0559 0.5 0.3 0.1
C -1.0077 -0.2740 1.2893 1.6 -1.4 1.6
N -1.5200 0.8157 0.7555 -1.8 0.4 -0.6
C -0.9668 1.9685 0.1673 0.6 1.3 -0.2
C 0.3927 2.3261 0.1910 -0.7 0.2 -0.7
C 0.7239 3.5539 -0.4163 0.3 -0.6 0.2
C -0.2261 4.3880 -0.9810 2.4 0.7 0.3
C -1.5376 4.0863 -0.9258 -1.9 -0.7 -0.4
C -1.9085 2.8609 -0.3816 -0.5 -0.6 0.2
O -3.2205 2.3911 -0.3408 0.1 1.1 -0.6
C -4.1942 3.3108 -0.8509 1.2 1.0 0.1
N 0.2805 -0.5313 1.3500 -0.7 -0.1 0.2
C 0.7018 -1.8320 1.8179 -0.1 1.2 -0.3
C 1.6200 -1.9775 2.8299 0.1 1.4 1.1
C 2.1392 -3.2166 3.1703 0.8 0.1 -0.5
C 1.8864 -4.3149 2.3622 -0.1 -0.1 0.3
C 0.9733 -4.1646 1.3375 -0.6 -0.3 -0.6
C 0.3224 -2.9543 1.1041 0.6 -0.1 -0.2
O -0.5449 -2.7003 0.1032 -0.4 -0.7 -0.6
C -1.0238 -3.8633 -0.5829 -0.5 0.4 2.0
H -2.1541 -3.4798 5.5766 0.0 0.0 0.2
H -2.6493 -4.8243 4.4770 -0.6 1.8 0.5
H -3.8876 -3.5995 5.1586 0.2 0.1 -0.3
H -4.6558 -4.4716 3.1189 0.0 0.5 -0.6
H -5.8945 -4.1639 0.9257 0.4 0.0 0.1
H -5.2352 -2.6084 -0.7305 0.2 0.2 0.0
H -3.2582 -1.0413 -0.2943 -0.3 0.0 0.1
H -1.4448 -1.4846 2.8964 0.0 0.4 -0.7
H -2.5429 0.8669 0.7846 0.6 0.0 0.2
H 1.7680 3.8437 -0.5106 -0.1 -0.2 0.1
H 0.1584 5.2975 -1.4454 -0.4 -0.1 0.0
H -2.2530 4.7428 -1.4067 -0.1 -0.1 0.2
H -4.2170 4.2447 -0.2349 0.1 -0.7 -0.5
H -5.1151 2.8217 -0.7856 -1.4 -0.8 0.3
H -4.0459 3.5788 -1.9183 0.3 -0.2 0.6
H 1.9212 -1.0393 3.3657 -0.2 -1.1 -0.5
H 2.9114 -3.2278 3.9116 0.1 -0.3 0.5
H 2.3603 -5.3006 2.4787 -0.1 0.7 0.2
H 0.7954 -5.0079 0.6854 -0.1 0.0 0.0
H -1.9034 -3.5531 -1.1048 -0.5 0.0 -0.4
H -1.2839 -4.6136 0.1906 0.0 0.1 -0.6
H -0.2628 -4.2151 -1.2198 0.8 -0.7 -1.0
N 4.5211 2.2332 -0.1581 1.6 0.8 -0.4
C 3.5809 1.6198 0.0651 -1.6 -0.6 0.4
C 4.2215 -3.4007 -2.8815 -0.4 -0.3 1.2
C 3.2591 -3.5371 -1.8711 0.3 -0.2 -0.4
C 2.3711 -2.5039 -1.6387 0.5 -1.4 0.6
C 2.3660 -1.3699 -2.3811 0.3 1.4 -0.9
C 3.3475 -1.1923 -3.3336 0.8 -1.1 0.1
C 4.3031 -2.2098 -3.5510 -1.8 0.9 0.3
As 1.3044 0.1429 -1.8227 0.5 0.4 -0.1
C 1.7999 1.6349 -3.0149 -2.0 -1.8 0.7
C 2.9805 2.2512 -3.1823 2.1 1.8 -1.0
C 3.1071 3.3426 -4.0590 -1.9 -0.8 0.0
C 1.9674 3.7100 -4.8062 0.6 1.2 -0.4
C 0.7701 3.0688 -4.6967 0.1 -2.4 2.3
C 0.6869 2.0250 -3.7322 -1.5 0.1 -1.5
C -0.5397 1.1593 -3.5894 -0.1 -0.1 0.3
C -1.7650 1.3073 -4.2677 1.1 -1.2 1.3
C -2.7638 0.3404 -4.1096 0.4 1.0 -1.0
C -2.5331 -0.7970 -3.3926 -0.8 -0.1 0.5
C -1.3960 -0.8649 -2.6386 0.9 -1.8 1.5
C -0.4041 0.0559 -2.6979 0.6 2.0 -1.5
H 4.9643 -4.1686 -3.0068 0.1 -0.2 -0.2
H 3.2272 -4.4294 -1.2435 0.0 0.3 -0.2
H 1.7897 -2.5608 -0.7657 -1.0 -0.1 0.8
H 3.4297 -0.2461 -3.8123 0.1 0.4 -0.6
H 5.0341 -2.0571 -4.2735 1.3 0.3 -1.1
H 3.8768 1.9251 -2.7112 0.4 -0.2 0.7
H 4.0375 3.8522 -4.1433 0.5 0.3 -0.2
H 1.9207 4.5423 -5.5049 0.8 0.0 0.0
H -0.0898 3.2121 -5.3029 -0.4 0.7 -0.5
H -1.8716 2.0904 -4.9549 -0.4 1.1 -0.7
H -3.6882 0.4896 -4.6285 -0.4 -0.1 -0.3
H -3.2694 -1.5851 -3.3482 -0.1 -0.1 0.1
H -1.1937 -1.6835 -1.9483 -0.4 -0.1 -0.3
N 2.1944 5.2529 4.9509 -0.8 0.2 0.4
C 2.2509 3.9834 4.4233 -0.7 0.1 -0.3
C 3.3763 3.2954 3.9788 1.0 1.1 0.6
C 3.2465 2.1392 3.2422 -0.9 0.5 0.4
N 2.0907 1.5475 2.9306 -0.6 0.8 1.3
C 1.0281 2.1277 3.5468 -0.8 0.1 -1.1
C 1.0323 3.3097 4.2622 1.0 -1.0 -0.4
H 2.8816 5.9595 4.8063 0.8 -0.2 -0.2
H 1.2651 5.6680 4.9322 0.4 -0.3 0.1
H 4.3802 3.7234 4.1705 -0.7 -0.4 -0.3
H 4.1257 1.7416 2.8489 1.2 -0.9 -0.8
H 0.0216 1.7623 3.2887 0.6 -0.4 0.2
H 0.1126 3.6742 4.6575 -0.5 0.4 0.1
```
Forces are in eV/Å.

Entry 6:
Computed, not measured: a 2-piece molecular cluster, C3H9N3O overall at a distorted geometry, with wB97M-V/def2-TZVPD.

Computed properties:
Total energy = -9771.82618 eV
2S+1 = 1
Frontier orbital gap = 9.00 eV

Structure (XYZ):
```
16
Properties=species:S:1:pos:R:3:forces:R:3
C 0.7941 1.4676 0.0291 0.1 -0.2 0.0
C 1.2609 0.2215 -0.6812 -0.6 0.0 0.8
N 2.3868 -0.5646 -0.1343 0.2 -0.6 0.3
C 1.1855 -1.1318 0.0071 1.2 0.5 -1.9
O 0.6764 -2.1891 0.2279 -0.8 0.0 0.8
H -0.2709 1.5965 -0.1595 0.0 0.1 0.0
H 1.3504 2.3421 -0.3100 -0.1 0.0 -0.1
H 0.9574 1.3829 1.1031 -0.1 -0.1 0.1
H 1.2533 0.2720 -1.7651 0.0 -0.1 0.0
H 3.1740 -0.4071 0.4694 0.1 0.3 0.1
N -2.3634 -0.4680 0.8634 -1.8 0.4 0.1
N -1.9072 -0.4318 -0.5201 0.9 -0.3 -0.1
H -1.7026 -0.5703 1.6300 0.6 -0.1 -1.0
H -2.8309 0.4277 1.0098 0.3 -0.3 0.1
H -1.2793 -1.2254 -0.6550 0.1 0.2 0.4
H -2.6844 -0.7223 -1.1147 -0.3 0.2 0.6
```
Forces are in eV/Å.